C4H9BrCl2Si | ωB97M-V/def2-TZVPD

ORCA input file:
```
! RIJCOSX wB97M-V def2-TZVPD def2/J DEFGRID3
* xyz 0 1
C 0.70625 1.49433 -1.25007
C -0.01986 0.15151 1.81147
C 0.14021 -1.71478 -0.79733
C -2.93982 -0.29629 -0.22778
Si -0.20291 0.15595 -0.16006
Cl -3.20335 -1.31960 1.06958
Cl -3.85634 1.16708 -0.27514
Br 0.13533 -1.85147 -2.70119
H 1.24052 2.25612 -0.68200
H 1.37664 1.03695 -1.96329
H -0.01059 1.84691 -2.01320
H 0.54489 -0.61651 2.24600
H 0.37874 1.15965 2.05317
H -1.09390 0.11525 2.39808
H -0.43142 -2.42093 -0.35621
H 1.26311 -1.62621 -0.47436
H -2.99633 -0.70239 -1.26529
*
```

The calculation puts the energy at -107256.2952 eV. The energy above the lowest of the compared OMol25 structures with the same formula, charge and spin comes out at 2.926 eV. The value obtained for the LUMO energy is 0.101 eV.



C4H9BrNO | ωB97M-V/def2-TZVPD

ORCA input file:
```
! RIJCOSX wB97M-V def2-TZVPD def2/J DEFGRID3
* xyz 1 1
C 0.52995 -0.64576 -1.64165
C 0.56586 -0.52623 -0.33607
C 1.75256 -0.89821 0.53364
N -0.79416 -0.32065 0.26429
C -1.06744 1.13210 0.55337
O -1.62721 1.51645 -0.61369
Br -2.48196 1.28091 2.10995
H -0.40332 -0.48919 -2.02959
H 1.41715 -0.75370 -2.12952
H 1.66576 -1.90192 0.63920
H 1.66703 -0.38739 1.54873
H 2.80982 -0.62510 0.17317
H -1.01502 -0.82728 1.16312
H -1.34085 -0.73824 -0.50276
H -0.16072 1.73776 0.86149
H -1.51744 2.44646 -0.59370
*
```

The calculation puts the energy at -77865.1575 eV. The energy above the lowest of the compared OMol25 structures with the same formula, charge and spin comes out at 1.264 eV. The value obtained for the LUMO energy is -4.052 eV. As for the structure (SMILES): C=C(C)[NH2+][C@@H](O)Br.



What highest occupied orbital energy values result from the calculations? In sequence: -7.73 -14.77 eV.